Model a:
A 4-piece molecular cluster, C4H15NO3 overall. Source: OMol25; level of theory: ωB97M-V with the def2-TZVPD basis set.

Cartesian coordinates (Å):
C 0.20995 0.03452 -1.06486
C -0.49782 0.69036 0.10038
C -1.72688 0.40086 0.49578
C 1.49415 1.11486 1.34571
N 0.32867 1.75414 0.72819
H 0.60669 0.80384 -1.80914
H -0.48660 -0.75332 -1.49539
H 1.15450 -0.24465 -0.71866
H -2.38063 -0.42202 0.11893
H -2.26703 0.92396 1.24484
H 2.34221 0.79056 0.71335
H 1.18520 0.15315 1.90928
H 2.07388 1.78095 1.86313
H -0.24854 2.21052 1.42467
H -1.05227 -2.96287 -0.08211
H -2.26115 -3.75475 -0.14490
O -1.73553 -3.00337 -0.59988
H 1.12468 -2.63177 0.96387
H 0.25441 -2.31553 2.07712
O 0.29037 -2.81920 1.27476
H 0.71691 2.24984 -3.32827
H 0.21604 2.95944 -2.09991
O 0.65879 3.04045 -2.91691

Computed properties:
- Net charge: +1
- Multiplicity: 2
- HOMO level (alpha / beta): -14.50 / -14.50 eV
- <S²>: 0.767

Want to see where the charge sits? The Mulliken charges in e are: -0.622 0.915 -0.991 -0.839 -0.067 -0.044 0.344 0.295 0.301 0.300 0.318 0.255 0.424 0.359 0.330 0.325 -0.581 0.291 0.297 -0.631 0.298 0.315 -0.590

=====

Model b:
A 3-piece molecular cluster, C4H15NO3 overall. Source: OMol25; level of theory: ωB97M-V with the def2-TZVPD basis set.

Cartesian coordinates (Å):
C -0.57753 -0.20852 0.27247
C 0.58443 0.76610 0.08635
C 0.28427 2.05833 0.83238
O 0.56381 1.00683 -1.32888
C -0.32752 -1.51151 -0.47241
N 0.41406 -2.45448 0.24727
H -0.79510 -0.34971 1.33320
H -1.45334 0.21155 -0.20009
H 1.57523 0.36144 0.34061
H -0.55908 2.52889 0.33867
H 1.12108 2.74936 0.85730
H 0.00191 1.85565 1.86308
H 1.26514 1.61669 -1.59185
H -1.26039 -1.96588 -0.83491
H 0.18746 -1.42739 -1.46752
H 1.31424 -2.08076 0.59704
H 0.55030 -3.38200 -0.15651
H -0.80664 3.62041 -2.94868
H -0.21759 2.20742 -3.05104
O -0.17532 3.08619 -3.44132
H -0.39332 -2.78584 2.14296
H -1.06570 -3.10132 3.48582
O -0.23040 -2.80145 3.09606

Computed properties:
- Net charge: +1
- Multiplicity: 2
- HOMO level (alpha / beta): -13.94 / -13.94 eV
- <S²>: 0.754

Want to see where the charge sits? The Mulliken charges in e are: -0.735 0.257 -1.347 -0.530 -0.594 -0.218 0.453 0.377 0.320 0.342 0.386 0.383 0.355 0.378 0.467 0.308 0.313 0.320 0.311 -0.624 0.302 0.364 -0.586

=====

The structure with the most favorable energy is model b; the runner-up is 1.675 eV above it.